1.
This record from the OMol25 dataset describes 2 unconnected molecules or ions with the total composition C4H7N in a non-equilibrium geometry. The level of theory is ωB97M-V/def2-TZVPD.

For the molecular weight, the calculation gives 69.11 u. The calculation puts the LUMO energy (alpha / beta) at 0.734 / 0.782 eV. The total charge is 0. The relative energy (zero: lowest compared OMol25 entry of this formula, charge and spin) is 117.9 kcal/mol. For the gap between HOMO and LUMO (alpha / beta), the calculation gives 8.478 / 8.465 eV. For the HOMO energy (alpha / beta), the calculation gives -0.285 / -0.282 hartree.

Cartesian coordinates (Å):
C 1.508 -1.288 0.174
C -1.904 -0.519 -0.319
C 0.831 -0.195 0.022
C 1.001 1.251 0.040
N -2.544 0.383 0.181
H 2.578 -1.278 0.368
H 1.072 -2.271 0.107
H -2.104 -1.427 -0.869
H 0.282 1.702 0.720
H 2.014 1.526 0.361
H 0.827 1.663 -0.956
H -3.563 0.451 0.171

---

2.
This record from the OMol25 dataset describes a single C3H9N3O2 molecule in a non-equilibrium geometry. The level of theory is ωB97M-V/def2-TZVPD.

For the molecular weight, the calculation gives 119.12 u. As for the structure (SMILES): C[N@@H+]1[C@H]([O-])N[C@]1(N)O. The calculation puts the LUMO energy at 0.692 eV. The total charge is 0. The relative energy (zero: lowest compared OMol25 entry of this formula, charge and spin) is 73.4 kcal/mol. For the gap between HOMO and LUMO, the calculation gives 9.716 eV. For the HOMO energy, the calculation gives -0.332 hartree.

Cartesian coordinates (Å):
C 0.471 1.219 0.875
C -1.854 -0.217 0.636
N 1.543 0.594 0.001
N -0.402 -0.280 0.691
C 0.665 -0.209 -0.783
N 1.084 -1.443 -1.225
O -0.196 2.144 0.326
O -0.068 0.474 -1.671
H -0.293 1.339 -1.197
H 2.189 0.024 0.540
H -0.062 -1.042 1.270
H 0.832 1.338 1.910
H 2.060 -1.661 -1.104
H 0.707 -1.717 -2.120
H -2.131 0.783 0.302
H -2.249 -0.952 -0.071
H -2.296 -0.393 1.620

---

3.
This record from the OMol25 dataset describes a molecular structure, C52H46MoOP2SSe2. The level of theory is ωB97M-V/def2-TZVPD.

Its expectation value of S² is 2.100. For the molecular weight, the calculation gives 1034.81 u. As for the multiplicity: 3. The calculation puts the LUMO energy (alpha / beta) at -12.562 / -12.251 eV. The total charge is +4. For the gap between HOMO and LUMO (alpha / beta), the calculation gives 5.180 / 5.491 eV. For the HOMO energy (alpha / beta), the calculation gives -0.652 / -0.652 hartree.

Cartesian coordinates (Å):
Mo -0.044 -0.022 0.361
O -1.487 0.459 -1.127
S -0.613 -0.521 -1.968
C -0.001 0.149 -3.436
C -0.009 -0.668 -4.574
C 0.345 -0.195 -5.834
C 0.649 1.145 -5.961
C 0.968 1.969 -7.168
C 1.205 3.399 -6.629
C 1.019 3.285 -5.146
C 1.108 4.217 -4.140
C 0.937 3.777 -2.823
C 0.636 2.458 -2.474
P 0.881 2.146 -0.712
C 2.646 2.310 -0.432
C 3.257 3.544 -0.189
C 4.638 3.632 -0.148
C 5.418 2.505 -0.376
C 4.817 1.285 -0.655
C 3.435 1.186 -0.681
C -0.116 3.423 0.076
C -1.433 3.537 -0.400
C -2.291 4.478 0.138
C -1.849 5.328 1.144
C -0.541 5.243 1.604
C 0.325 4.296 1.078
C 0.452 1.504 -3.503
C 0.693 1.957 -4.813
C -1.566 -1.890 -2.367
C -2.635 -1.669 -3.244
C -3.469 -2.704 -3.660
C -3.192 -3.978 -3.202
C -3.856 -5.288 -3.492
C -3.074 -6.331 -2.658
C -2.016 -5.542 -1.947
C -1.030 -5.912 -1.064
C -0.220 -4.910 -0.517
C -0.315 -3.557 -0.853
P 0.802 -2.473 0.062
C 0.750 -3.173 1.713
C -0.442 -2.978 2.412
C -0.640 -3.595 3.636
C 0.350 -4.422 4.158
C 1.527 -4.639 3.453
C 1.733 -4.019 2.228
C 2.427 -2.541 -0.677
C 3.594 -2.317 0.059
C 4.827 -2.417 -0.561
C 4.906 -2.714 -1.918
C 3.749 -2.922 -2.657
C 2.511 -2.842 -2.040
C -1.290 -3.168 -1.812
C -2.130 -4.183 -2.302
H -0.319 -1.699 -4.487
H 0.327 -0.864 -6.683
H 0.141 1.926 -7.881
H 1.841 1.565 -7.685
H 0.498 4.116 -7.050
H 2.204 3.768 -6.865
H 1.326 5.258 -4.333
H 1.064 4.512 -2.039
H 2.674 4.445 -0.056
H 5.108 4.586 0.046
H 6.496 2.585 -0.351
H 5.423 0.414 -0.859
H 2.985 0.224 -0.923
H -1.784 2.895 -1.196
H -3.301 4.561 -0.237
H -2.518 6.073 1.554
H -0.186 5.934 2.356
H 1.349 4.287 1.428
H -2.815 -0.670 -3.622
H -4.288 -2.499 -4.335
H -3.819 -5.501 -4.562
H -4.913 -5.247 -3.222
H -2.621 -7.104 -3.282
H -3.715 -6.846 -1.940
H -0.883 -6.939 -0.761
H 0.511 -5.223 0.215
H -1.264 -2.408 1.970
H -1.572 -3.467 4.170
H 0.192 -4.920 5.105
H 2.279 -5.306 3.851
H 2.642 -4.213 1.675
H 3.562 -2.106 1.123
H 5.731 -2.281 0.017
H 5.872 -2.802 -2.394
H 3.812 -3.175 -3.706
H 1.616 -3.056 -2.615
C -2.258 0.124 3.360
Se -1.292 1.383 2.216
C 0.122 1.925 3.476
C 1.528 1.828 2.934
Se 1.956 0.111 2.121
C 1.689 -0.876 3.787
H -1.593 -0.638 3.754
H -3.059 -0.309 2.764
H -2.686 0.732 4.156
H -0.019 1.307 4.362
H -0.110 2.958 3.740
H 2.248 1.945 3.747
H 1.759 2.576 2.180
H 2.334 -0.370 4.505
H 2.027 -1.897 3.642
H 0.654 -0.861 4.107